# 1
# C22H56BFN18O14P

8 unconnected molecules or ions with the total composition C22H56BFN18O14P (ωB97M-V/def2-TZVPD, the OMol25 dataset).

The geometry in ORCA input format:
```
! RIJCOSX wB97M-V def2-TZVPD def2/J DEFGRID3
* xyz 1 1
C 3.574 -2.529 2.800
C 2.210 -1.584 2.587
C 1.484 -2.151 1.231
F 2.422 -2.767 0.252
N 0.607 -1.154 0.506
C 0.745 0.328 0.235
O 1.859 1.189 0.662
C 2.564 1.780 -0.508
C 4.180 1.414 -0.334
N 4.537 0.162 -1.104
C 4.486 0.373 -2.608
C 3.575 -0.869 -3.216
C 4.157 -1.297 -4.690
O 2.128 -0.590 -3.251
C -0.566 0.785 -0.671
P -0.900 2.577 -1.359
O -0.133 3.644 -0.470
N -1.419 -0.483 -0.877
B -2.744 -0.585 -1.668
N -3.919 0.384 -1.387
O -2.984 -1.617 -2.722
C -0.691 -1.644 -0.168
C -1.336 -3.151 -0.251
C -2.596 -3.422 0.763
O -2.401 -3.615 2.079
O -4.018 -3.523 0.298
C -4.935 -2.932 1.285
C -5.356 -1.342 1.050
O -5.498 -3.553 2.325
H 3.332 -3.671 2.558
H 4.386 -2.218 1.982
H 4.057 -2.378 3.864
H 1.570 -1.679 3.569
H 2.603 -0.484 2.522
H 0.763 -3.033 1.585
H 2.492 2.962 -0.519
H 2.090 1.325 -1.479
H 4.888 2.296 -0.650
H 4.429 1.187 0.811
H 5.491 -0.209 -0.849
H 4.006 1.428 -2.897
H 5.590 0.391 -3.038
H 3.727 -1.782 -2.484
H 4.919 -0.495 -5.107
H 4.755 -2.312 -4.544
H 3.254 -1.403 -5.453
H 1.642 -1.477 -3.250
H -2.313 2.850 -1.527
H -0.341 2.551 -2.718
H -3.795 1.272 -1.928
H -4.754 -0.098 -1.806
H -2.094 -2.026 -3.003
H -0.487 -3.932 0.030
H -1.661 -3.429 -1.366
H -5.722 -1.153 -0.057
H -6.165 -0.989 1.851
H -4.361 -0.725 1.216
C 4.390 5.379 -0.807
O 4.992 4.329 -0.651
N 4.953 6.463 -1.372
N 3.110 5.547 -0.430
H 4.474 7.336 -1.510
H 5.916 6.378 -1.671
H 2.649 4.756 0.000
H 2.598 6.405 -0.550
C 3.354 5.429 -4.743
O 2.926 6.459 -4.246
N 3.385 5.222 -6.072
N 3.833 4.411 -4.007
H 3.734 4.381 -6.500
H 3.033 5.964 -6.662
H 3.828 4.526 -3.002
H 4.190 3.555 -4.399
C 1.324 0.394 5.673
O 1.769 -0.462 4.925
N 2.056 0.958 6.650
N 0.061 0.849 5.587
H 1.707 1.664 7.276
H 3.013 0.644 6.749
H -0.524 0.450 4.865
H -0.324 1.553 6.194
C 0.961 4.558 6.934
O 0.551 3.549 7.485
N 0.290 5.724 6.958
N 2.122 4.595 6.254
H 0.612 6.566 6.511
H -0.588 5.740 7.459
H 2.658 3.739 6.212
H 2.476 5.417 5.795
C -7.266 -7.136 1.860
O -7.269 -6.961 3.068
N -6.621 -6.318 1.009
N -7.908 -8.161 1.272
H -6.607 -6.445 0.011
H -6.125 -5.533 1.411
H -8.406 -8.801 1.877
H -7.917 -8.321 0.278
C -8.648 0.223 3.053
O -8.038 0.337 2.002
N -9.870 -0.335 3.128
N -8.152 0.643 4.231
H -10.387 -0.438 3.985
H -10.279 -0.665 2.264
H -7.234 1.069 4.219
H -8.639 0.558 5.107
C 2.549 -3.929 -7.295
O 3.107 -3.529 -6.286
N 3.166 -4.696 -8.212
N 1.267 -3.639 -7.581
H 2.723 -5.035 -9.050
H 4.132 -4.938 -8.036
H 0.766 -3.064 -6.916
H 0.790 -3.960 -8.407
*
```

Calculated values
Calculated total energy, eV: -91882.0988
Strongest force on any atom, hartree/bohr: 0.1787

Results of the Löwdin charge analysis, in e, for atoms 1 through 8: C -0.110; C -0.162; C -0.189; F -0.068; N 0.106; C -0.014; O -0.091; C -0.119

---

# 2
# C22H57MnO24S7

A molecular structure, C22H57MnO24S7 (ωB97M-V/def2-TZVPD, the OMol25 dataset).

The geometry in ORCA input format:
```
! RIJCOSX wB97M-V def2-TZVPD def2/J DEFGRID3
* xyz 1 6
Mn 0.916 1.990 0.985
O -1.510 -0.901 0.083
C -0.700 0.086 0.398
O 0.501 -0.089 0.745
O -1.109 1.301 0.442
H -2.324 -0.408 -0.187
O 2.242 3.691 -2.636
S 1.715 2.392 -2.407
O 1.370 2.031 -1.053
O 0.395 2.180 -3.210
C 0.380 2.230 -4.666
C 0.149 3.636 -5.162
C 2.808 1.188 -3.036
H -0.470 1.606 -4.948
H 1.249 1.711 -5.064
H 0.109 3.689 -6.246
H 0.966 4.279 -4.824
H -0.732 4.085 -4.703
H 2.425 0.171 -2.929
H 3.718 1.174 -2.434
H 3.067 1.271 -4.089
O -5.495 1.113 -2.156
S -4.249 1.097 -1.466
O -3.877 0.049 -0.563
O -3.077 1.163 -2.551
C -3.280 1.995 -3.708
C -3.479 1.121 -4.935
C -4.031 2.671 -0.696
H -2.399 2.632 -3.795
H -4.136 2.662 -3.604
H -2.540 0.757 -5.356
H -4.011 1.664 -5.715
H -4.076 0.246 -4.681
H -4.341 3.441 -1.395
H -2.995 2.764 -0.375
H -4.668 2.695 0.191
O 1.197 -2.510 -6.526
S 1.931 -1.842 -5.506
O 2.902 -0.843 -5.822
O 0.909 -1.130 -4.511
C -0.363 -1.787 -4.288
C -0.940 -1.188 -3.029
C 2.699 -3.016 -4.422
H -0.249 -2.862 -4.148
H -1.026 -1.610 -5.134
H -1.147 -0.119 -3.065
H -0.311 -1.422 -2.166
H -1.890 -1.663 -2.769
H 3.414 -3.635 -4.957
H 1.919 -3.613 -3.957
H 3.277 -2.438 -3.702
O -6.009 2.529 2.035
S -5.960 1.191 2.548
O -6.712 0.829 3.707
O -6.301 0.161 1.388
C -7.700 0.106 1.018
C -8.307 -1.229 1.385
C -4.259 0.773 2.760
H -7.767 0.281 -0.055
H -8.278 0.885 1.515
H -9.394 -1.158 1.385
H -7.986 -1.529 2.385
H -8.039 -2.063 0.735
H -3.750 0.811 1.799
H -4.139 -0.222 3.181
H -3.869 1.533 3.435
O 5.035 0.273 2.108
S 3.922 0.060 1.242
O 2.922 1.092 1.172
O 4.417 -0.156 -0.233
C 5.722 -0.792 -0.436
C 6.802 0.229 -0.669
C 3.169 -1.496 1.649
H 5.584 -1.499 -1.250
H 5.989 -1.376 0.447
H 6.684 0.735 -1.629
H 7.717 -0.364 -0.766
H 6.905 0.965 0.121
H 2.440 -1.755 0.888
H 2.661 -1.264 2.591
H 3.912 -2.255 1.871
O 1.008 1.654 3.067
S 1.419 1.181 4.378
O 1.317 -0.198 4.695
O 2.951 1.524 4.522
C 3.413 2.827 4.044
C 4.877 2.955 4.380
C 0.696 2.111 5.719
H 2.764 3.595 4.473
H 3.280 2.833 2.963
H 5.271 3.911 4.047
H 5.356 2.179 3.774
H 5.113 2.720 5.414
H 1.420 1.950 6.513
H -0.275 1.659 5.906
H 0.575 3.155 5.447
O -1.388 -4.939 2.719
S -0.396 -4.199 3.418
O -0.346 -4.204 4.845
O 1.030 -4.630 2.814
C 2.163 -4.443 3.671
C 2.517 -5.713 4.417
C -0.408 -2.524 2.824
H 1.986 -3.615 4.363
H 3.032 -4.120 3.094
H 2.984 -6.420 3.730
H 1.637 -6.145 4.890
H 3.254 -5.543 5.204
H 0.142 -2.426 1.897
H -0.176 -1.800 3.599
H -1.460 -2.335 2.595
*
```

Calculated values
Calculated total energy, eV: -180039.6864
Strongest force on any atom, hartree/bohr: 0.0401

Results of the Löwdin charge analysis, in e, for atoms 1 through 8: Mn 1.063; O 0.136; C -0.744; O -0.076; O -0.070; H 0.063; O -0.223; S 0.613

---

# 3
# C22H57N12O25

13 unconnected molecules or ions with the total composition C22H57N12O25 (ωB97M-V/def2-TZVPD, the OMol25 dataset).

The geometry in ORCA input format:
```
! RIJCOSX wB97M-V def2-TZVPD def2/J DEFGRID3
* xyz -1 1
C 3.013 -1.026 2.657
C 1.493 -0.694 2.662
C 1.125 0.472 3.600
C 0.378 1.636 2.941
C 0.970 2.198 1.651
C 2.186 3.103 1.936
C 3.537 2.476 1.611
C 3.738 2.222 0.123
O 3.649 0.832 -0.161
C 4.033 0.501 -1.475
C 2.939 0.771 -2.492
H 3.213 -2.000 3.113
H 3.503 -0.290 3.297
H 3.474 -0.963 1.667
H 1.115 -0.570 1.638
H 1.009 -1.601 3.054
H 0.405 0.055 4.314
H 0.410 2.467 3.659
H -0.707 1.423 2.824
H 0.202 2.820 1.168
H 1.231 1.430 0.919
H 2.145 3.442 2.973
H 2.108 3.996 1.301
H 3.720 1.570 2.187
H 4.308 3.194 1.923
H 2.980 2.765 -0.455
H 4.732 2.564 -0.199
H 4.953 1.032 -1.758
H 4.257 -0.568 -1.455
H 2.092 0.105 -2.344
H 3.336 0.653 -3.503
H 2.563 1.792 -2.415
C 0.284 2.526 7.441
N -0.635 2.639 6.277
O -1.196 1.637 5.901
O -0.735 3.740 5.766
H 0.281 1.495 7.774
H 1.271 2.825 7.099
H -0.082 3.201 8.210
C -3.297 2.312 2.030
N -3.960 2.493 0.713
O -4.420 1.513 0.157
O -3.996 3.620 0.252
H -3.334 1.263 2.298
H -2.264 2.644 1.934
H -3.831 2.925 2.750
C -2.074 0.840 -1.811
N -0.768 0.881 -2.514
O -0.186 -0.170 -2.691
O -0.369 1.968 -2.884
H -2.285 -0.187 -1.540
H -1.985 1.463 -0.928
H -2.812 1.227 -2.506
C 5.320 4.022 4.890
N 4.274 3.904 5.944
O 3.996 2.805 6.365
O 3.773 4.949 6.329
H 5.678 3.028 4.644
H 4.873 4.500 4.025
H 6.112 4.635 5.299
C -4.547 3.799 -3.914
N -5.226 2.476 -3.952
O -4.546 1.486 -3.759
O -6.418 2.465 -4.172
H -3.495 3.639 -3.706
H -4.698 4.265 -4.883
H -5.021 4.379 -3.128
C 8.622 8.127 4.791
N 7.963 6.794 4.712
O 8.637 5.812 4.950
O 6.788 6.784 4.416
H 9.660 7.978 5.065
H 8.528 8.591 3.814
H 8.090 8.705 5.540
C 1.484 -2.517 -3.693
N 1.331 -3.829 -4.373
O 2.129 -4.137 -5.235
O 0.387 -4.519 -4.036
H 2.350 -2.015 -4.108
H 0.576 -1.956 -3.878
H 1.602 -2.706 -2.630
C -5.513 -0.854 -5.321
N -5.521 -2.225 -5.905
O -4.679 -2.500 -6.735
O -6.381 -2.987 -5.507
H -4.700 -0.297 -5.768
H -6.476 -0.402 -5.543
H -5.379 -0.953 -4.250
C -2.224 -3.308 2.349
N -1.741 -1.968 1.916
O -1.593 -1.119 2.763
O -1.522 -1.829 0.722
H -2.369 -3.287 3.420
H -3.152 -3.507 1.826
H -1.467 -4.032 2.065
C -1.003 -4.279 -7.203
N -0.366 -3.209 -8.021
O -0.505 -3.237 -9.229
O 0.256 -2.364 -7.411
H -1.526 -4.961 -7.860
H -0.206 -4.773 -6.653
H -1.685 -3.786 -6.519
C -4.086 -7.656 3.664
N -3.616 -6.306 3.246
O -3.480 -5.462 4.107
O -3.399 -6.147 2.062
H -4.235 -7.647 4.737
H -5.012 -7.854 3.133
H -3.319 -8.368 3.373
C -3.883 -8.033 -5.609
N -3.185 -6.920 -6.311
O -2.693 -6.047 -5.631
O -3.162 -6.969 -7.525
H -3.822 -7.852 -4.543
H -4.912 -8.037 -5.956
H -3.382 -8.954 -5.888
*
```

Calculated values
Calculated total energy, eV: -92771.3735
Strongest force on any atom, hartree/bohr: 0.0144

Results of the Löwdin charge analysis, in e, for atoms 1 through 8: C -0.162; C -0.349; C -0.243; C -0.324; C -0.213; C -0.205; C -0.172; C -0.221

---

# 4
# C22H57N7O10

8 unconnected molecules or ions with the total composition C22H57N7O10 (ωB97M-V/def2-TZVPD, the OMol25 dataset).

The geometry in ORCA input format:
```
! RIJCOSX wB97M-V def2-TZVPD def2/J DEFGRID3
* xyz 6 1
C 3.404 -0.049 -4.955
C 2.821 -0.659 -3.731
O 1.891 -0.270 -3.097
N 3.660 -1.802 -3.163
H 4.321 -2.233 -3.825
H 4.372 -1.439 -2.516
C 2.895 -2.870 -2.419
H 2.603 0.567 -5.363
H 3.741 -0.737 -5.730
H 4.226 0.621 -4.683
H 3.539 -3.748 -2.394
H 1.948 -3.117 -2.885
H 2.783 -2.540 -1.390
C 0.367 5.957 -1.015
C -0.996 6.334 -0.525
O -1.878 5.575 -0.277
N -1.450 7.799 -0.719
H -0.948 8.288 -1.467
H -2.401 7.650 -1.070
C -1.452 8.541 0.602
H 1.160 6.439 -0.438
H 0.478 6.152 -2.082
H 0.533 4.889 -0.871
H -2.004 7.954 1.332
H -2.103 9.403 0.446
H -0.442 8.853 0.837
C -1.870 -1.932 3.487
C -1.144 -3.009 4.229
O -1.538 -4.099 4.437
N 0.216 -2.620 4.842
H 1.051 -2.887 4.324
H 0.211 -1.598 4.815
C 0.248 -3.005 6.331
H -1.240 -1.080 3.223
H -2.445 -1.463 4.303
H -2.530 -2.336 2.732
H 1.211 -2.661 6.709
H 0.035 -4.054 6.483
H -0.440 -2.320 6.825
C -1.270 -3.398 0.150
C -2.069 -4.599 0.661
O -2.830 -4.563 1.558
N -1.920 -5.925 -0.067
H -2.841 -6.375 -0.179
H -1.689 -5.837 -1.062
C -0.841 -6.890 0.494
H -1.854 -2.795 -0.536
H -0.345 -3.834 -0.250
H -0.863 -2.863 1.004
H -1.155 -7.232 1.474
H 0.049 -6.270 0.474
H -0.817 -7.703 -0.225
C 6.580 0.713 2.970
C 5.280 0.062 3.337
O 5.005 -0.320 4.414
N 4.308 -0.279 2.165
H 4.771 0.144 1.357
H 4.306 -1.284 1.986
C 2.930 0.311 2.369
H 6.427 1.663 2.445
H 7.296 0.097 2.424
H 7.060 1.016 3.900
H 2.655 -0.081 3.348
H 2.210 -0.215 1.726
H 2.908 1.386 2.256
C -2.677 -2.479 -4.551
C -1.460 -1.736 -4.116
O -0.411 -2.213 -3.807
N -1.581 -0.236 -3.991
H -2.566 -0.064 -3.765
H -1.131 0.106 -3.112
C -0.967 0.454 -5.187
H -3.523 -2.329 -3.873
H -2.513 -3.554 -4.577
H -2.988 -2.178 -5.556
H -1.208 1.507 -5.073
H -1.363 0.071 -6.124
H 0.104 0.300 -5.132
C -2.353 2.689 2.249
C -3.473 2.051 1.500
O -4.382 1.436 1.937
N -3.449 2.254 0.015
H -2.497 2.221 -0.378
H -3.985 1.550 -0.496
C -4.240 3.532 -0.324
H -2.615 3.692 2.588
H -1.485 2.752 1.595
H -2.122 2.066 3.107
H -3.823 4.397 0.185
H -5.266 3.297 -0.071
H -4.076 3.854 -1.353
O 0.826 -0.833 -0.108
C -0.355 -0.049 -0.031
O -0.770 0.401 -1.145
O -0.849 0.171 1.084
H 1.072 -0.556 -1.021
*
```

Calculated values
Calculated total energy, eV: -54576.6910
Strongest force on any atom, hartree/bohr: 0.0486

Results of the Löwdin charge analysis, in e, for atoms 1 through 8: C 0.056; C -0.370; O 0.149; N 0.102; H 0.197; H 0.194; C 0.033; H 0.102